The following is a DFT calculation (the ωB97M-V functional and the def2-TZVPD basis) of C21H29ClF6InNO19P as an isolated structure.

```
79
Properties=species:S:1:pos:R:3:mulliken_charge:R:1
In 5.57 3.21 -6.02 0.54
Cl 2.24 2.95 -6.75 -0.28
P 7.59 3.35 -7.63 0.24
F 2.29 6.29 -3.41 -0.26
F -3.35 0.31 10.25 -0.28
F 1.68 -2.16 -4.25 -0.34
F -2.33 -4.98 5.61 -0.29
F -6.36 -6.52 1.03 -0.29
F -2.30 -5.05 -0.64 -0.21
O 7.43 4.85 -8.40 -0.53
O 0.34 -1.51 -1.05 -0.55
O -2.73 -4.15 1.99 -0.47
O -4.89 -2.18 7.91 -0.54
O 0.94 5.24 0.69 -0.53
O -5.99 -0.43 12.33 -0.33
O -4.90 -3.67 2.30 -0.35
O -1.21 -3.15 -1.16 -0.30
O -4.33 -5.68 1.54 -0.31
O 1.87 6.06 -1.20 -0.34
O 1.04 3.99 -1.17 -0.32
O 0.77 -3.55 -0.23 -0.33
O -3.12 -1.78 6.57 -0.33
O -3.82 -0.87 12.12 -0.32
O -4.92 -1.52 13.99 -0.50
O 5.11 0.49 -3.28 -0.48
O 2.90 0.80 -2.97 -0.21
O 3.64 -1.17 -3.71 -0.34
O -3.92 -3.85 6.74 -0.34
N 7.13 2.22 -8.93 -0.76
C 0.00 -2.62 -0.83 0.68
C 4.01 0.09 -3.31 0.46
C -0.03 -4.73 -0.02 -0.21
C 3.78 3.74 -7.32 -0.47
C -4.06 -2.56 7.16 0.65
C -4.91 -0.99 12.93 0.63
C -4.27 -0.50 10.83 0.51
C 3.53 5.23 -7.51 -0.43
C -3.06 -3.85 5.61 0.69
C -6.12 -4.34 1.98 -0.46
C -2.22 -2.61 5.85 -0.46
C 2.36 5.43 -2.38 0.35
C -5.68 -5.79 1.95 0.28
C 2.30 -1.37 -3.33 0.44
C -5.56 0.23 11.14 -0.44
C -3.87 -4.47 1.94 0.77
C -1.12 -4.55 -1.06 0.19
C 3.62 6.02 -6.20 -0.77
C 1.75 0.04 -3.32 -0.32
C 1.41 4.26 -2.54 -0.25
C 1.25 5.11 -0.44 0.59
H 6.26 2.55 -9.36 0.27
H -1.35 -2.85 6.47 0.28
H -3.67 -3.81 4.70 -0.02
H 4.65 6.30 -5.98 0.27
H -0.45 -4.70 0.99 0.17
H 3.40 5.14 -2.23 0.35
H 0.52 4.56 -3.10 0.24
H 3.28 5.38 -5.39 -0.03
H -6.47 -4.02 0.99 0.31
H 5.75 4.30 -4.64 -0.42
H 2.54 5.36 -7.97 0.38
H 0.57 -5.62 -0.15 0.30
H -1.89 -2.13 4.93 0.29
H -0.88 -4.97 -2.04 0.25
H -6.89 -4.13 2.72 0.28
H 0.95 0.18 -2.60 0.29
H 2.99 6.91 -6.26 0.38
H 6.92 4.80 -9.21 0.28
H 5.46 1.56 -5.50 -0.39
H 1.86 3.39 -3.00 0.18
H 4.30 5.59 -8.20 0.17
H 2.27 -1.87 -2.37 0.23
H -4.40 -1.39 10.22 0.18
H -5.73 -6.30 2.91 0.29
H 3.98 3.32 -8.32 0.28
H 6.82 1.39 -8.43 0.29
H 1.40 0.34 -4.31 0.26
H -5.37 1.28 11.36 0.28
H -6.31 0.14 10.36 0.26
```

Kohn-Sham gap, Eh: 0.154
Total charge: -1
Energy relative to the best compared isomer or geometry (same formula, charge and spin), kJ/mol: 0.0
E_HOMO, eV: -3.1853